Entry from the Open Molecules 2025 dataset: a gas-phase ion, C4H13NOP (charge +1) at a distorted geometry (ωB97M-V with the def2-TZVPD basis set).

Geometry as XYZ:
```
20
Properties=species:S:1:pos:R:3:forces:R:3:lowdin_charge:R:1
C -0.274686 2.397915 0.340413 -2.361 -0.850 -2.630 -0.03
O 0.389943 1.120067 0.528934 0.091 0.419 0.772 -0.25
C 0.709442 0.218313 -0.489953 2.347 1.490 2.717 -0.49
P 2.637888 -0.301693 -0.200680 -1.448 -1.004 -2.151 0.95
N -0.012064 -1.040852 -0.254552 -1.682 -1.279 -2.000 -0.18
C -1.426661 -1.208311 -0.838328 0.959 2.774 -1.951 0.05
C -0.139528 -1.407143 1.134724 -2.751 -2.348 -0.235 -0.01
H -1.411987 2.233465 0.441157 1.611 0.186 -0.146 0.11
H -0.096235 2.678407 -0.743645 -0.181 0.191 1.304 0.11
H -0.051660 3.227117 1.021338 0.864 -0.830 0.033 0.10
H 0.644563 0.661579 -1.451340 -0.690 -0.157 -1.168 0.11
H 2.596557 0.382030 0.925958 0.215 1.161 2.173 -0.13
H 2.983107 0.789072 -0.971864 0.528 0.501 -0.343 -0.10
H 0.595290 -1.722387 -0.715895 -0.290 -0.222 0.048 0.14
H -2.152515 -1.214052 -0.053371 -0.383 0.449 0.147 0.09
H -1.541873 -0.402818 -1.632517 -0.244 -0.596 1.404 0.13
H -1.505748 -2.073014 -1.431256 0.251 -1.560 -0.251 0.09
H 0.731129 -1.724854 1.573377 2.119 -1.111 0.794 0.08
H -0.485215 -0.615737 1.671371 -0.810 2.550 1.316 0.08
H -1.020730 -2.125796 1.191045 1.854 0.237 0.167 0.14
```
Forces are in eV/Å.

E_HOMO: -13.6 eV
Maximum force: 3.887 eV/Å
Net charge: +1
LUMO: -3.14 eV